## i
# C2H6NO3

A cluster of 2 separate species, C2H6NO3 in total (ωB97M-V with the def2-TZVPD basis set, the OMol25 dataset).

Geometry as XYZ:
```
12
C2H6NO3 ωB97M-V with the def2-TZVPD basis set
C -0.59842 1.58467 1.38892
N -0.08982 1.09686 0.09617
C 0.82828 0.03579 0.08716
O 0.78090 -0.50194 -1.08200
O 1.44045 -0.40651 1.11588
H -0.25123 0.95207 2.26491
H -1.73935 1.64561 1.29203
H -0.30188 2.70200 1.46393
H -0.71580 0.92434 -0.69156
H -0.71340 -1.21563 -1.37436
H -1.65794 -2.31404 -0.84525
O -1.64271 -1.60343 -1.48880
```

The value obtained for the HOMO energy is -4.4 eV. As for the charge: -1. The calculation puts the LUMO energy at 4.181 eV. The calculation puts the orbital gap at 8.588 eV.



## ii
# C2H6NO3

A cluster of 2 separate species, C2H6NO3 in total (ωB97M-V with the def2-TZVPD basis set, the OMol25 dataset).

Geometry as XYZ:
```
12
C2H6NO3 ωB97M-V with the def2-TZVPD basis set
O 0.69541 -0.82910 -1.58831
C 0.58815 0.20187 -0.87298
N -0.04792 0.30689 0.26345
C -0.24477 1.76254 0.97466
O 0.25600 2.73886 0.30988
H 1.02206 1.16206 -1.17806
H -0.65342 -0.45180 0.57304
H 0.21702 1.54716 1.97267
H -1.35342 1.73273 1.10257
H -0.04302 -2.10637 -1.03085
H 0.09653 -3.18717 0.07140
O -0.53262 -2.87769 -0.59746
```

The value obtained for the HOMO energy is -3.6 eV. As for the charge: -1. The calculation puts the LUMO energy at 4.088 eV. The calculation puts the orbital gap at 7.669 eV.



## iii
# C2H6NO3

A cluster of 2 separate species, C2H6NO3 in total (ωB97M-V with the def2-TZVPD basis set, the OMol25 dataset).

Geometry as XYZ:
```
12
C2H6NO3 ωB97M-V with the def2-TZVPD basis set
O -1.77750 0.85133 0.78843
C -0.57744 0.79313 0.46673
O 0.41628 0.45175 1.16389
C -0.18824 1.15118 -0.99479
N 0.44640 0.03019 -1.71511
H -0.97419 1.53203 -1.64306
H 0.56258 1.93711 -0.90219
H -0.24364 -0.70911 -1.80122
H 1.16507 -0.34853 -1.10639
H 0.62397 -2.01419 1.21212
H 0.16100 -1.38820 2.41641
O 0.38573 -2.28671 2.11517
```

The value obtained for the HOMO energy is -4.2 eV. As for the charge: -1. The calculation puts the LUMO energy at 4.374 eV. The calculation puts the orbital gap at 8.534 eV.



Which of them is the most stable, and which is the least stable? iii and ii, in that order.



## i
# C2H6NO3

A structure of composition C2H6NO3 (ωB97M-V with the def2-TZVPD basis set, the OMol25 dataset).

Geometry as XYZ:
```
12
C2H6NO3 ωB97M-V with the def2-TZVPD basis set
O 1.70352 0.06409 0.32707
C 0.54778 0.50752 0.13953
N -0.59881 -0.09774 0.42702
C -2.23644 0.72292 0.20167
O -3.16933 0.14980 0.81083
H 0.44424 1.37338 -0.50663
H -0.63374 -0.55065 1.33395
H -1.92741 1.71250 0.61843
H -2.26382 0.63138 -0.90782
H 2.30207 -1.14045 -0.21409
H 3.02336 -1.45956 -1.53046
O 2.80858 -1.91319 -0.69951
```

The value obtained for the HOMO energy is -4.1 eV. As for the charge: -1. The calculation puts the LUMO energy at 4.073 eV. The calculation puts the orbital gap at 8.200 eV.



## ii
# C2H6NO3

A cluster of 2 separate species, C2H6NO3 in total (ωB97M-V with the def2-TZVPD basis set, the OMol25 dataset).

Geometry as XYZ:
```
12
C2H6NO3 ωB97M-V with the def2-TZVPD basis set
O -2.15576 -0.21396 0.29966
C -1.73000 -0.71815 1.37282
O -0.56622 -0.99463 1.70997
H -2.50615 -0.83564 2.17869
N 1.78929 0.23617 -0.06767
C 0.89716 0.17926 -1.20381
O -0.23808 1.00590 -1.12465
H 2.14420 1.17526 0.05148
H 1.27910 -0.04714 0.76148
H 1.46030 0.52441 -2.07638
H 0.57884 -0.86284 -1.31191
H -0.95267 0.55138 -0.58968
```

The value obtained for the HOMO energy is -4.7 eV. As for the charge: -1. The calculation puts the LUMO energy at 4.464 eV. The calculation puts the orbital gap at 9.212 eV.



## iii
# C2H6NO3

A cluster of 2 separate species, C2H6NO3 in total (ωB97M-V with the def2-TZVPD basis set, the OMol25 dataset).

Geometry as XYZ:
```
12
C2H6NO3 ωB97M-V with the def2-TZVPD basis set
O 1.48430 -0.27003 1.32450
C 0.55803 -0.03936 0.55444
O -0.46476 -0.58418 0.23937
C 0.96196 1.02679 -0.46752
N 1.14673 0.39483 -1.76653
H 0.25518 1.86384 -0.51583
H 1.83960 1.51104 -0.14152
H 0.19205 0.00410 -2.04224
H 1.94723 -0.33231 -1.66884
H -2.63156 -1.18882 -0.13285
H -2.34256 -0.09876 0.85074
O -3.07040 -0.45173 0.37297
```

The value obtained for the HOMO energy is -3.6 eV. As for the charge: -1. The calculation puts the LUMO energy at 4.316 eV. The calculation puts the orbital gap at 7.930 eV.



Which of them is the most stable, and which is the least stable? ii and i, in that order.